The following is a DFT calculation (the ωB97M-V functional and the def2-TZVPD basis) of 10 unconnected molecules or ions with the total composition C20H54IN20O10 at a distorted geometry.

```
! RIJCOSX wB97M-V def2-TZVPD def2/J DEFGRID3
* xyz 1 1
C -2.25 5.67 -0.32
C -1.38 6.04 -1.69
C -1.40 4.81 -2.78
C -0.05 3.88 -2.79
C 0.23 3.04 -1.42
C -1.07 2.36 -0.71
N -0.93 0.91 -0.32
C -2.09 -0.08 -0.43
C -1.49 -1.53 0.07
N -0.03 -1.38 0.46
C 0.22 0.11 0.22
C 1.72 0.64 0.60
C 1.82 0.54 2.27
O 1.74 -0.67 2.87
I 2.02 2.30 3.55
H -2.79 6.60 0.14
H -3.10 4.92 -0.68
H -1.57 5.19 0.50
H -0.31 6.45 -1.44
H -1.98 6.93 -2.20
H -2.40 4.21 -2.65
H -1.46 5.32 -3.86
H 0.87 4.64 -2.92
H 0.00 3.17 -3.74
H 0.75 3.76 -0.62
H 1.06 2.22 -1.67
H -1.95 2.39 -1.52
H -1.50 3.02 0.19
H -3.19 0.16 -0.78
H -2.13 -2.53 0.10
H 0.64 -2.13 0.81
H 2.60 0.00 0.15
H 1.95 1.76 0.35
C 4.67 -3.02 4.41
O 5.88 -3.03 4.56
N 3.95 -4.14 4.25
N 3.95 -1.88 4.38
H 2.96 -4.16 4.11
H 4.46 -5.02 4.26
H 4.45 -1.01 4.50
H 2.95 -1.86 4.25
C -5.87 -1.11 0.75
O -5.72 -0.61 -0.36
N -5.68 -2.42 0.99
N -6.23 -0.39 1.82
H -5.80 -2.84 1.89
H -5.41 -3.00 0.20
H -6.38 0.60 1.69
H -6.36 -0.78 2.74
C -2.50 1.68 -4.98
O -1.75 2.64 -5.12
N -3.33 1.26 -5.95
N -2.55 0.96 -3.84
H -3.95 0.47 -5.85
H -3.32 1.77 -6.82
H -1.94 1.25 -3.08
H -3.16 0.17 -3.71
C -5.76 -1.87 -5.18
O -5.01 -0.91 -5.32
N -6.59 -2.29 -6.15
N -5.81 -2.59 -4.04
H -7.21 -3.08 -6.05
H -6.58 -1.78 -7.02
H -5.20 -2.30 -3.29
H -6.42 -3.38 -3.91
C 2.16 7.65 -2.68
O 1.30 6.82 -2.95
N 1.90 8.96 -2.57
N 3.45 7.32 -2.48
H 2.59 9.66 -2.35
H 0.94 9.25 -2.72
H 3.69 6.34 -2.55
H 4.17 7.98 -2.26
C 3.17 1.57 8.23
O 3.41 1.54 9.43
N 2.79 2.69 7.59
N 3.28 0.48 7.44
H 2.59 2.73 6.61
H 2.70 3.53 8.15
H 3.56 -0.38 7.88
H 3.08 0.49 6.45
C 4.38 -7.15 1.84
O 4.62 -7.18 3.04
N 4.00 -6.03 1.20
N 4.48 -8.24 1.05
H 3.80 -5.99 0.22
H 3.91 -5.19 1.76
H 4.77 -9.10 1.49
H 4.29 -8.23 0.06
C 4.04 -4.50 -2.69
O 3.79 -5.14 -1.69
N 3.10 -3.79 -3.36
N 5.27 -4.43 -3.23
H 3.29 -3.25 -4.19
H 2.16 -3.81 -2.99
H 6.00 -4.95 -2.76
H 5.49 -3.91 -4.06
C -1.62 -3.12 3.38
O -2.63 -2.88 2.75
N -1.54 -4.13 4.27
N -0.49 -2.40 3.25
H -0.71 -4.34 4.80
H -2.36 -4.69 4.40
H -0.51 -1.63 2.59
H 0.36 -2.58 3.76
*
```

Values from the calculation:
- total energy (eV) = -79988.5146
- energy relative to the best compared isomer or geometry (same formula, charge and spin) (kcal/mol) = 219.9
- Kohn-Sham gap (eV) = 6.9079
- LUMO (eV) = -4.29